# 1
Below is the ion C5H11N4O3 with charge +1, with properties calculated with ωB97M-V with the def2-TZVPD basis set.

Geometry as ORCA input:
```
! RIJCOSX wB97M-V def2-TZVPD def2/J DEFGRID3
* xyz 1 1
N -0.938 -0.959 -1.282
N -0.686 -1.726 -0.017
N -0.266 -0.769 1.022
C -1.490 -0.163 1.607
C -2.201 0.624 0.405
C -1.272 1.294 -0.468
O -1.357 1.778 -1.493
O 0.223 1.358 0.145
C 0.612 0.165 0.475
N 1.874 -0.042 0.243
C 2.762 0.812 -0.521
O 3.450 -0.135 -1.215
H -1.887 -1.180 -1.671
H -0.069 -1.237 -1.734
H -1.517 -2.130 0.400
H -1.350 0.499 2.597
H -2.158 -0.967 2.113
H -3.053 1.220 0.773
H -2.689 -0.042 -0.345
H 2.232 -0.825 0.655
H 2.102 1.351 -1.215
H 3.418 1.438 0.256
H 4.260 -0.365 -0.727
*
```

Computed properties:
SMILES: NNN1CCC(=O)O/C1=[NH+]\CO
Orbital gap in Eh: 0.3788

In elementary charge units, the Mulliken charges are: -0.43, -0.44, 0.13, -0.72, -0.33, 0.64, -0.35, -0.45, 0.43, -0.02, -0.26, -0.53, 0.25, 0.27, 0.34, 0.33, 0.29, 0.41, 0.25, 0.24, 0.31, 0.30, 0.35



# 2
Below is a structure of composition C40H42N6O6S2SeW, with properties calculated with ωB97M-V with the def2-TZVPD basis set.

Geometry as ORCA input:
```
! RIJCOSX wB97M-V def2-TZVPD def2/J DEFGRID3
* xyz 0 1
W -0.599 -1.174 0.345
C 3.307 -1.172 -0.809
C 2.301 -0.879 0.261
N 1.363 -1.845 0.523
N 1.720 -3.093 0.120
C 0.830 -4.013 0.161
S -0.842 -3.674 0.552
S 1.266 -5.696 -0.021
C 2.218 -5.628 -1.593
C 1.314 -5.258 -2.721
C 1.483 -4.059 -3.401
C 0.669 -3.745 -4.475
C -0.350 -4.605 -4.848
C -0.569 -5.767 -4.126
C 0.267 -6.099 -3.078
C 2.412 0.211 1.177
C 3.622 0.878 1.460
C 3.698 1.776 2.500
C 2.581 2.078 3.274
C 1.354 1.514 2.965
C 1.264 0.592 1.932
O 0.084 0.073 1.544
H 2.772 -1.496 -1.707
H 3.960 -1.993 -0.507
H 3.903 -0.297 -1.046
H 2.613 -6.638 -1.696
H 3.034 -4.921 -1.464
H 2.263 -3.378 -3.088
H 0.829 -2.821 -5.008
H -0.982 -4.362 -5.689
H -1.394 -6.413 -4.389
H 0.124 -7.013 -2.521
H 4.508 0.641 0.895
H 4.645 2.231 2.746
H 2.667 2.758 4.108
H 0.464 1.765 3.519
O -2.237 -1.812 -5.282
C -3.321 -2.065 -4.573
O -4.364 -2.385 -5.084
C -3.201 -1.975 -3.091
C -4.210 -2.216 -2.178
N -3.699 -2.090 -0.942
N -2.372 -1.787 -0.975
C -2.052 -1.709 -2.299
C -0.688 -1.324 -2.574
O -0.241 -1.064 -3.697
O 0.019 -1.274 -1.455
H -1.440 -1.512 -4.760
H -5.240 -2.455 -2.357
H -4.144 -2.268 -0.049
C 0.659 4.793 0.365
C 1.509 4.015 -0.640
N 1.064 4.154 -2.012
C 1.809 5.045 -2.889
C 1.624 6.519 -2.531
C -0.011 3.519 -2.524
O -0.353 3.615 -3.688
C -0.879 2.715 -1.594
C -2.170 3.220 -1.382
C -3.081 2.417 -0.701
C -2.692 1.187 -0.245
N -1.427 0.691 -0.389
C -0.551 1.471 -1.102
H 1.089 4.681 1.357
H -0.361 4.416 0.382
H 0.630 5.850 0.112
H 1.518 2.957 -0.357
H 2.538 4.382 -0.599
H 1.440 4.865 -3.902
H 2.870 4.774 -2.844
H 0.567 6.777 -2.535
H 2.130 7.136 -3.271
H 2.047 6.745 -1.554
H -2.444 4.193 -1.753
H -4.087 2.757 -0.529
H -3.402 0.553 0.274
H 0.434 1.036 -1.283
C 0.131 1.245 7.172
C -0.487 0.679 5.927
C -1.508 1.349 5.266
C -2.096 0.839 4.115
C -3.140 1.630 3.389
C -1.649 -0.393 3.639
Se -2.463 -1.210 2.034
C -0.606 -1.079 4.264
C -0.060 -2.363 3.718
C -0.042 -0.527 5.405
H 0.025 2.329 7.208
H 1.190 0.998 7.225
H -0.356 0.824 8.053
H -1.852 2.299 5.652
H -3.437 2.500 3.968
H -4.009 1.003 3.191
H -2.740 1.963 2.429
H 0.264 -2.228 2.666
H -0.814 -3.153 3.743
H 0.803 -2.686 4.295
H 0.767 -1.046 5.897
*
```

Computed properties:
Orbital gap (alpha / beta) in Eh: 0.2164 / 0.1908

In elementary charge units, the Mulliken charges are: 0.65, -1.57, 0.77, 0.38, -1.33, 0.53, -0.36, -0.19, -1.12, 0.55, 0.13, -0.47, -0.43, -0.82, -0.33, 0.64, -0.97, -1.08, -0.83, -0.36, 0.46, 0.73, 0.05, 0.28, 0.59, 0.51, 0.35, 0.13, 0.40, 0.44, 0.43, 0.37, 0.51, 0.42, 0.49, 0.56, -0.58, 0.35, -0.63, 0.10, -0.59, -0.66, 0.39, -0.40, 1.32, -0.89, 0.05, 0.31, 0.57, 0.17, -0.98, 0.00, 0.24, -0.70, -1.16, -0.09, -0.67, 0.01, 0.26, -1.37, -0.50, 0.55, -0.43, 0.35, 0.10, 0.44, -0.38, 0.48, 0.44, 0.39, 0.30, 0.41, 0.28, 0.55, 0.50, 0.50, 0.88, -1.86, 0.81, -1.11, 0.76, -1.49, 0.22, -0.10, 0.89, -1.42, -0.85, 0.38, 0.40, 0.36, 0.34, 0.44, 0.34, 0.12, 0.28, 0.34, 0.36, 0.35



# 3
Below is the molecule C22H33NO4, with properties calculated with ωB97M-V with the def2-TZVPD basis set.

Geometry as ORCA input:
```
! RIJCOSX wB97M-V def2-TZVPD def2/J DEFGRID3
* xyz 0 1
C -1.966 -2.737 1.207
C -1.421 -1.364 1.558
O -0.064 -1.307 1.153
C 0.597 -0.114 1.454
O -0.055 0.989 0.873
C 0.069 1.017 -0.506
C -1.088 1.608 -1.231
O -1.137 1.670 -2.446
N -2.068 2.055 -0.413
C -3.398 2.368 -0.885
C -4.353 1.264 -0.505
C -4.118 -0.026 -0.967
C -4.946 -1.067 -0.590
C -6.020 -0.829 0.253
C -6.261 0.453 0.714
C -5.428 1.495 0.341
C 1.109 0.496 -1.153
C 2.289 -0.134 -0.492
C 2.736 -1.436 -1.220
C 1.606 -2.464 -1.247
C 3.972 -2.027 -0.532
C 3.145 -1.095 -2.660
C 2.067 -0.282 1.033
C 2.991 0.647 1.834
C 2.747 2.154 1.634
C 3.945 2.879 1.013
O 4.184 2.516 -0.327
H -1.863 -2.907 0.139
H -1.412 -3.507 1.736
H -3.016 -2.793 1.480
H -2.005 -0.589 1.043
H -1.485 -1.179 2.642
H 0.533 0.089 2.540
H -1.943 1.906 0.578
H -3.723 3.325 -0.464
H -3.323 2.459 -1.973
H -3.283 -0.207 -1.628
H -4.756 -2.066 -0.955
H -6.668 -1.641 0.548
H -7.098 0.644 1.370
H -5.618 2.494 0.706
H 1.098 0.580 -2.227
H 3.128 0.563 -0.621
H 0.757 -2.075 -1.804
H 1.943 -3.381 -1.725
H 1.266 -2.696 -0.242
H 3.748 -2.409 0.460
H 4.358 -2.856 -1.121
H 4.755 -1.277 -0.447
H 2.295 -0.778 -3.258
H 3.571 -1.974 -3.138
H 3.893 -0.305 -2.671
H 2.304 -1.305 1.332
H 2.887 0.402 2.893
H 4.017 0.413 1.547
H 2.537 2.626 2.594
H 1.878 2.317 0.997
H 3.792 3.965 1.088
H 4.862 2.625 1.551
H 3.436 2.807 -0.862
*
```

Computed properties:
SMILES: CCO[C@@H]1OC(C(=O)NCc2ccccc2)=C[C@H](C(C)(C)C)[C@H]1CCCO
Orbital gap in Eh: 0.3547

In elementary charge units, the Mulliken charges are: -1.41, 0.24, -0.22, -0.81, -0.55, -0.09, -0.17, -0.72, -0.11, -1.26, 0.65, -0.12, -0.57, -0.52, -0.53, -0.58, -0.65, 1.36, 1.45, -1.57, -1.81, -1.92, -0.02, -1.45, -0.06, -0.97, -0.49, 0.27, 0.37, 0.45, -0.10, 0.29, 0.50, 0.33, 0.42, 0.40, 0.45, 0.46, 0.39, 0.39, 0.33, 0.48, 0.75, 0.31, 0.56, 0.23, 0.38, 0.50, 0.33, 0.39, 0.48, 0.40, 0.54, 0.52, 0.59, 0.41, -0.02, 0.38, 0.37, 0.35



# 4
Below is a structure of composition C24H37BIrN7O3SSbSe4Si, with properties calculated with ωB97M-V with the def2-TZVPD basis set.

Geometry as ORCA input:
```
! RIJCOSX wB97M-V def2-TZVPD def2/J DEFGRID3
* xyz -1 1
Ir -0.078 0.675 1.358
C 3.719 -1.498 1.108
C 2.329 -1.496 1.016
N 1.839 -0.318 1.383
N 2.897 0.457 1.725
C 4.035 -0.235 1.568
B 2.685 1.811 2.422
N 2.044 2.794 1.429
C 2.514 3.857 0.768
C 1.482 4.397 0.021
C 0.386 3.580 0.290
N 0.741 2.621 1.146
N 1.666 1.598 3.556
C 1.744 1.903 4.859
C 0.559 1.548 5.470
C -0.226 1.019 4.446
N 0.461 1.048 3.307
H 4.392 -2.302 0.874
H 1.668 -2.295 0.736
H 4.981 0.216 1.811
H 3.720 2.224 2.851
H 3.539 4.167 0.887
H 1.513 5.268 -0.609
H -0.632 3.646 -0.055
H 2.640 2.349 5.256
H 0.289 1.666 6.504
H -1.236 0.645 4.472
C -0.152 -2.022 -1.175
Si -1.292 -1.085 0.014
C -2.651 -0.389 -1.188
C -2.980 -1.443 -2.259
C -3.960 -0.006 -0.516
C -2.100 0.838 -1.924
C -1.919 -2.371 1.327
C -2.834 -3.417 0.676
C -0.709 -3.102 1.918
C -2.681 -1.725 2.479
H -0.650 -2.943 -1.488
H 0.827 -2.301 -0.803
H 0.026 -1.430 -2.074
H -3.398 -2.357 -1.838
H -2.113 -1.708 -2.864
H -3.731 -1.023 -2.937
H -4.408 -0.837 0.031
H -4.684 0.320 -1.272
H -3.837 0.831 0.168
H -1.188 0.609 -2.479
H -1.886 1.657 -1.232
H -2.849 1.195 -2.639
H -2.361 -3.915 -0.173
H -3.772 -2.977 0.336
H -3.087 -4.190 1.411
H -0.148 -3.654 1.158
H -1.053 -3.830 2.660
H -0.031 -2.412 2.428
H -3.603 -1.254 2.144
H -2.083 -0.961 2.983
H -2.949 -2.483 3.223
N 1.203 1.066 -1.412
C 1.723 0.542 -2.623
C 2.653 -0.495 -2.587
C 3.152 -1.022 -3.766
C 2.729 -0.537 -4.992
C 1.793 0.478 -5.029
C 1.290 1.022 -3.855
S 3.467 -1.175 -6.510
O 2.513 -0.824 -7.548
O 3.604 -2.602 -6.260
O 4.733 -0.460 -6.589
H 0.866 2.011 -1.539
H 1.938 1.088 -0.715
H 2.986 -0.883 -1.629
H 3.871 -1.830 -3.749
H 1.463 0.836 -5.995
H 0.556 1.821 -3.895
Se -5.367 3.479 1.178
Sb -4.612 2.074 2.902
Se -3.864 2.420 5.112
Se -6.064 0.019 2.913
Se -2.049 2.009 1.890
*
```

Computed properties:
Orbital gap (alpha / beta) in Eh: 0.1174 / 0.1214

In elementary charge units, the Mulliken charges are: 2.00, -1.68, -0.24, -0.09, 0.00, -0.05, 0.02, 0.08, -0.13, -1.08, -0.49, -0.02, 0.21, -0.16, -1.34, -0.11, -0.23, 0.49, 0.53, 0.54, -0.12, 0.50, 0.45, 0.50, 0.44, 0.44, 0.51, -1.31, -0.59, 2.31, -1.87, -1.13, -1.60, 2.37, -1.91, -1.85, -1.36, 0.45, 0.43, 0.11, 0.31, 0.34, 0.57, 0.27, 0.55, -0.17, 0.28, 0.06, 0.60, 0.33, 0.36, 0.52, 0.37, 0.54, 0.23, -0.01, 0.07, 0.56, 0.18, 0.13, 0.09, -1.02, -0.10, -0.89, -0.29, 1.27, -0.72, -0.70, -0.68, 0.16, 0.04, 0.26, 0.39, 0.45, 0.37, -0.40, 0.82, -0.44, -0.52, -0.19



# 5
Below is a cluster of 2 separate species, C3H12N2O in total, with properties calculated with ωB97M-V with the def2-TZVPD basis set.

Geometry as ORCA input:
```
! RIJCOSX wB97M-V def2-TZVPD def2/J DEFGRID3
* xyz 0 1
N 1.152 -2.746 -0.085
C 1.036 -1.279 0.067
C -0.062 -0.580 -0.686
C -1.417 -0.417 -0.006
N -1.910 0.944 -0.170
H 1.966 -2.971 -0.629
H 0.355 -3.113 -0.588
H 0.953 -1.020 1.125
H 2.044 -0.911 -0.149
H -0.209 -0.953 -1.708
H 0.265 0.442 -0.898
H -2.221 -1.059 -0.368
H -1.281 -0.665 1.060
H -1.217 1.674 -0.152
H -2.743 1.211 0.334
O 1.218 3.891 0.570
H 0.354 4.068 1.008
H 1.717 3.482 1.275
*
```

Computed properties:
SMILES: NCCCN.O
Orbital gap in Eh: 0.3512

In elementary charge units, the Mulliken charges are: -0.58, -0.56, -0.64, -0.21, -0.53, 0.24, 0.24, 0.28, 0.29, 0.29, 0.36, 0.24, 0.22, 0.15, 0.19, -0.65, 0.32, 0.32



# 6
Below is a structure of composition C15H27N2S2, with properties calculated with ωB97M-V with the def2-TZVPD basis set.

Geometry as ORCA input:
```
! RIJCOSX wB97M-V def2-TZVPD def2/J DEFGRID3
* xyz 1 1
C 5.146 -0.936 -1.563
N 3.712 -0.914 -1.464
C 3.210 -2.027 -0.701
C 1.703 -2.091 -0.813
N 1.053 -0.795 -0.563
C -0.280 -0.811 -0.387
C -1.040 0.543 -0.357
C -2.338 0.532 -1.200
C -2.842 -0.858 -1.614
C -2.482 -2.018 -0.696
C -0.957 -2.119 -0.536
C 1.678 0.388 -1.168
C 3.186 0.363 -1.069
H 5.467 -0.140 -2.248
H 5.653 -0.785 -0.586
H 5.456 -1.909 -1.964
H 3.617 -2.936 -1.157
H 3.518 -2.009 0.363
H 1.487 -2.402 -1.850
H 1.368 -2.870 -0.112
H -0.400 1.317 -0.811
H -3.148 1.093 -0.700
H -2.178 1.107 -2.127
H -3.922 -0.795 -1.795
H -2.414 -1.098 -2.604
H -2.982 -1.940 0.273
H -2.828 -2.951 -1.157
H -0.616 -2.671 -1.445
H -0.676 -2.838 0.255
H 1.407 0.432 -2.242
H 1.354 1.320 -0.675
H 3.487 0.647 -0.042
H 3.611 1.099 -1.762
C -2.296 3.081 3.372
C -1.266 1.972 3.621
S -0.176 1.522 2.239
C -1.389 1.037 0.982
S -2.052 2.734 0.766
C -3.177 2.664 2.187
H -2.899 3.240 4.267
H -1.792 4.028 3.124
H -0.524 2.294 4.369
H -1.761 1.041 3.945
H -2.087 0.313 1.426
H -3.701 1.699 2.343
H -3.891 3.445 1.876
*
```

Computed properties:
Orbital gap in Eh: 0.2292

In elementary charge units, the Mulliken charges are: -1.02, 0.00, -1.17, -0.50, 0.43, 0.03, 0.50, -1.37, -0.66, -1.05, -0.82, -0.38, -1.08, 0.33, 0.37, 0.34, 0.47, 0.40, 0.41, 0.33, 0.57, 0.48, 0.27, 0.41, 0.33, 0.36, 0.48, 0.41, 0.48, 0.28, 0.44, 0.36, 0.48, -0.52, -0.60, -0.12, -0.39, -0.13, -0.60, 0.34, 0.32, 0.42, 0.32, 0.34, 0.31, 0.39



Taking the records one at a time from the top gives DFT total energy values of -641.48681 -5594.42664 -1213.83045 -12208.68229 -306.21899 -1493.35037 Ha.
Taking the records one at a time from the top gives energy relative to the best compared isomer or geometry (same formula, charge and spin) values of 54.79 49.79 22.03 105.09 15.66 0.00 kcal per mole.